1.
Density functional theory data (ωB97M-V with the def2-TZVPD basis set) for 2 unconnected molecules or ions with the total composition C40H45Cl2N3O3.

Properties
Maximum force ... 0.0614 hartree/bohr
Kohn-Sham gap ... 4.21 eV
HOMO energy ... -6.1 eV
Multiplicity ... 1

Geometry as XYZ:
```
93
Properties=species:S:1:pos:R:3:forces:R:3:mulliken_charge:R:1
C -2.543 -5.260 -2.077 -0.1 0.3 0.6 -0.73
O -2.984 -4.583 -0.890 0.3 0.0 -0.2 -0.50
C -2.128 -3.692 -0.322 0.5 0.4 0.0 0.89
C -0.851 -3.380 -0.848 -0.8 -0.4 0.1 -0.61
C -0.082 -2.412 -0.229 -0.3 0.6 1.0 -1.29
C -0.521 -1.786 0.968 -0.9 -0.9 -0.7 0.41
C 0.308 -0.816 1.633 -1.7 1.2 0.5 -1.41
N -0.217 0.306 2.259 3.1 -0.4 0.3 1.60
C -1.517 0.892 2.084 -0.6 0.6 0.3 -0.21
C -2.215 1.335 3.217 -0.2 -0.3 0.3 0.55
C -1.637 1.306 4.627 0.4 -0.1 -0.1 1.76
C -2.325 0.243 5.484 -0.1 -0.1 -0.1 -1.41
C -1.683 2.702 5.259 0.0 0.0 -0.2 -1.64
C -3.522 1.795 3.054 -0.1 0.0 -0.3 -0.29
C -4.109 1.849 1.795 -0.1 0.0 0.0 -1.61
C -3.368 1.511 0.667 0.1 0.1 0.3 -0.49
C -2.051 1.074 0.788 0.4 0.0 0.0 0.31
C -1.217 0.950 -0.483 0.1 -0.5 0.2 1.66
C -0.734 2.333 -0.920 -0.1 0.2 0.2 -1.67
C -1.968 0.182 -1.571 0.0 -0.1 -0.1 -1.79
N 0.758 0.985 2.904 -1.0 0.5 -1.4 -1.58
N 1.916 0.372 2.565 -0.7 -0.8 -0.1 2.52
C 3.158 0.900 3.111 -0.2 0.7 0.3 -1.21
C 3.404 0.813 4.498 -0.2 -0.6 0.0 0.19
C 2.431 0.068 5.413 -0.3 0.3 -0.3 2.00
C 2.389 0.665 6.821 0.0 0.0 -0.1 -1.85
C 2.736 -1.427 5.423 0.2 -0.1 -0.1 -1.42
C 4.570 1.376 5.015 0.1 0.0 -0.4 -0.41
C 5.449 2.060 4.170 0.0 0.1 0.0 -1.43
C 5.166 2.226 2.817 -0.1 -0.3 0.3 -0.19
C 3.994 1.675 2.289 -0.3 -0.2 -0.4 0.65
C 3.610 1.987 0.845 -0.2 -0.3 0.3 1.51
C 4.594 1.342 -0.119 0.2 -0.1 0.0 -1.36
C 3.480 3.499 0.649 0.0 -0.1 0.2 -1.52
C 1.694 -0.784 1.769 2.3 0.0 0.2 1.76
C 2.672 -1.629 1.256 -0.8 1.1 0.7 -2.36
C -1.807 -2.126 1.491 0.9 0.3 -0.3 0.23
C -2.602 -3.041 0.847 0.0 -0.8 -1.1 -1.11
H -3.399 -5.866 -2.360 0.1 -0.1 -0.2 0.27
H -2.294 -4.538 -2.862 -0.1 -0.1 0.0 0.30
H -1.673 -5.886 -1.851 -0.1 0.0 -0.1 0.23
H -0.449 -3.890 -1.728 -0.3 0.2 0.3 0.45
H 0.858 -2.095 -0.686 -0.2 -0.1 0.3 1.12
H -0.579 1.040 4.534 -0.4 0.1 0.2 -0.85
H -2.268 -0.730 4.982 0.0 0.1 0.1 0.33
H -1.833 0.150 6.461 -0.1 0.1 -0.1 0.40
H -3.386 0.483 5.636 0.2 -0.1 0.0 0.34
H -1.151 3.406 4.611 -0.1 0.0 0.1 0.40
H -2.714 3.059 5.373 0.2 0.0 0.1 0.32
H -1.193 2.705 6.239 -0.1 0.0 -0.1 0.43
H -4.084 2.112 3.935 0.1 -0.1 -0.3 0.36
H -5.140 2.181 1.682 0.2 0.0 0.1 0.37
H -3.796 1.624 -0.329 0.1 0.0 0.3 0.33
H -0.323 0.360 -0.257 -0.2 0.2 0.0 -0.39
H -0.170 2.791 -0.098 -0.1 0.0 -0.2 0.39
H -0.075 2.264 -1.792 -0.2 0.0 0.1 0.41
H -1.584 2.989 -1.155 0.2 -0.1 0.0 0.34
H -2.395 -0.734 -1.152 0.0 0.1 -0.1 0.32
H -2.781 0.771 -2.012 0.2 -0.1 0.0 0.45
H -1.276 -0.115 -2.368 -0.2 0.1 0.1 0.38
H 1.434 0.203 4.969 0.2 -0.1 0.2 -0.79
H 2.223 1.746 6.761 0.1 -0.1 0.1 0.44
H 1.566 0.231 7.399 0.2 0.0 -0.1 0.40
H 3.329 0.480 7.353 -0.2 0.0 0.0 0.41
H 2.745 -1.824 4.404 0.0 0.0 0.1 0.34
H 3.726 -1.608 5.856 -0.1 0.0 0.0 0.31
H 1.996 -1.985 6.006 0.1 0.1 0.0 0.35
H 4.797 1.274 6.083 -0.1 0.1 -0.6 0.21
H 6.337 2.521 4.593 0.0 -0.1 -0.1 0.35
H 5.841 2.792 2.162 -0.3 -0.2 0.4 0.36
H 2.629 1.535 0.668 0.1 0.1 0.0 -0.61
H 4.595 0.258 0.027 0.0 0.1 -0.1 0.30
H 4.326 1.555 -1.159 0.0 0.0 0.1 0.43
H 5.605 1.716 0.068 0.0 0.0 -0.1 0.31
H 2.756 3.899 1.369 0.1 0.0 -0.2 0.39
H 4.447 3.985 0.827 -0.2 0.0 -0.1 0.33
H 3.136 3.735 -0.363 0.1 0.0 0.1 0.40
H 3.714 -1.395 1.431 -0.1 -0.3 0.0 0.41
H 2.322 -2.558 0.849 0.3 0.0 -0.1 -0.08
H -2.183 -1.656 2.401 0.2 -0.1 -0.2 0.46
H -3.603 -3.322 1.182 0.4 0.2 0.1 0.47
Cl 2.019 -8.924 -0.263 -0.1 -0.1 0.2 -0.15
C 2.502 -7.409 -0.882 0.3 0.1 -0.8 0.25
C 3.417 -7.319 -1.868 -0.6 -0.5 0.8 -0.48
C 3.704 -6.039 -2.528 0.2 0.1 -1.5 0.19
O 4.230 -5.994 -3.638 -0.6 0.1 1.8 -0.56
C 3.206 -4.817 -1.802 -0.4 -0.2 0.7 0.55
Cl 3.636 -3.317 -2.502 0.1 0.0 0.2 -0.12
C 2.407 -4.917 -0.712 0.4 0.4 -1.3 0.18
C 1.738 -6.194 -0.427 -1.5 -0.5 0.7 0.21
O 0.594 -6.262 0.034 2.3 0.1 -0.6 -0.54
H 3.882 -8.219 -2.251 0.0 0.2 -0.1 0.46
H 2.056 -4.033 -0.208 -0.2 0.0 0.0 0.20
```
Positions in Å, forces in eV/Å.

***

2.
Density functional theory data (ωB97M-V with the def2-TZVPD basis set) for CH2ClFP2 in the gas phase.

Properties
Maximum force ... 0.0630 hartree/bohr
Kohn-Sham gap ... 6.70 eV
SMILES ... F[P@H]1=P[C@H]1Cl
HOMO energy ... -8.7 eV
Multiplicity ... 1

Geometry as XYZ:
```
7
Properties=species:S:1:pos:R:3:forces:R:3:mulliken_charge:R:1
F -0.336 -1.971 -0.075 -1.2 0.1 -0.4 -0.23
P 0.443 -0.818 0.731 1.6 -0.6 -0.5 0.16
P 1.381 1.226 -0.223 -2.4 -1.0 0.6 -0.01
C -0.377 0.966 0.143 1.2 -0.8 -2.9 -0.25
Cl -1.625 0.843 -1.315 1.0 0.2 1.0 -0.20
H 1.610 -1.444 -0.167 -0.7 2.1 1.2 0.11
H -1.096 1.197 0.907 0.5 0.0 0.9 0.43
```
Positions in Å, forces in eV/Å.

***

3.
Density functional theory data (ωB97M-V with the def2-TZVPD basis set) for CH3NOS2 in the gas phase.

Properties
Maximum force ... 0.0786 hartree/bohr
Kohn-Sham gap ... 9.03 eV
SMILES ... C=N[S@@H](=O)=S
HOMO energy ... -9.6 eV
Multiplicity ... 1

Geometry as XYZ:
```
8
Properties=species:S:1:pos:R:3:forces:R:3:mulliken_charge:R:1
C -1.280 0.390 -0.582 -3.1 -0.5 2.5 -0.14
N -0.217 -0.233 -0.776 0.8 0.7 -0.9 -0.27
S 1.018 -0.342 0.296 1.3 0.1 1.9 0.60
O 1.606 -1.637 0.185 -0.1 -0.9 -0.5 -0.54
S 2.207 1.142 0.226 -0.7 0.1 -0.3 -0.28
H -2.000 0.435 -1.420 0.4 0.3 0.4 0.27
H -1.791 0.623 0.516 1.7 0.0 -2.6 0.20
H 0.455 -0.378 1.555 -0.4 0.4 -0.6 0.16
```
Positions in Å, forces in eV/Å.

***

4.
Density functional theory data (ωB97M-V with the def2-TZVPD basis set) for 2 unconnected molecules or ions with the total composition C7H10N2O.

Properties
Maximum force ... 0.0817 hartree/bohr
Kohn-Sham gap (spin up / spin down) ... 7.42 / 7.24 eV
HOMO energy (spin up / spin down) ... -7.2 / -6.6 eV
Multiplicity ... 1

Geometry as XYZ:
```
20
Properties=species:S:1:pos:R:3:forces:R:3:mulliken_charge:R:1
C 2.009 0.328 1.198 0.3 1.9 -2.9 -0.42
C 2.321 1.142 0.088 -0.6 0.4 1.7 -0.32
C 1.015 -0.562 -0.468 0.6 0.8 1.0 0.64
C -2.407 1.110 -0.782 0.8 1.1 1.6 -0.70
C -1.668 0.287 -0.036 -0.1 0.6 -0.7 0.40
C -1.323 -0.205 1.311 0.5 0.1 -1.0 -1.09
C 0.204 -1.359 -1.211 -1.4 0.6 -3.9 -0.55
N 1.194 -0.646 0.841 1.1 -2.5 0.0 -0.53
N 1.629 0.565 -0.940 -0.1 -0.3 -1.6 -0.07
O -0.386 -2.514 -0.948 0.1 -2.1 2.8 -0.52
H 2.215 0.476 2.186 0.9 0.5 2.3 0.50
H 2.676 2.181 0.114 0.1 -0.9 -0.4 0.34
H -2.101 1.381 -1.788 -0.2 -0.6 -0.3 0.22
H -3.076 1.943 -0.356 0.6 -1.5 -0.2 0.22
H -1.163 0.585 2.010 0.2 1.1 0.4 0.35
H -0.322 -0.792 1.378 -2.1 0.6 -0.1 0.38
H -2.174 -0.689 1.671 -1.3 -1.4 0.7 0.36
H 0.102 -1.142 -2.339 0.2 -0.2 2.0 0.20
H 1.481 0.809 -1.923 0.6 0.4 0.9 0.22
H -0.225 -2.899 -0.008 -0.1 1.4 -2.2 0.39
```
Positions in Å, forces in eV/Å.

***

5.
Density functional theory data (ωB97M-V with the def2-TZVPD basis set) for 2 unconnected molecules or ions with the total composition F2H3N2PS.

Properties
Maximum force ... 0.0457 hartree/bohr
Kohn-Sham gap (spin up / spin down) ... 7.68 / 7.68 eV
HOMO energy (spin up / spin down) ... -9.1 / -9.1 eV
Multiplicity ... 1

Geometry as XYZ:
```
9
Properties=species:S:1:pos:R:3:forces:R:3:mulliken_charge:R:1
N -0.558 -1.879 1.375 1.0 -0.3 1.4 -0.45
N -0.630 -1.193 0.372 -0.3 0.6 0.2 0.20
F 1.526 -0.321 1.052 0.0 0.0 -1.0 -0.35
F 0.137 2.010 -2.682 0.2 0.1 -0.1 -0.38
P 0.562 -0.028 -0.300 1.5 1.1 1.3 0.35
S -0.714 1.364 0.385 0.3 0.1 -0.6 -0.40
H 0.680 2.493 -2.104 -0.3 -0.1 -0.1 0.39
H 0.466 -1.894 1.789 -1.8 -0.1 -1.5 0.34
H -1.469 -0.552 0.114 -0.7 -1.5 0.3 0.31
```
Positions in Å, forces in eV/Å.

***

6.
Density functional theory data (ωB97M-V with the def2-TZVPD basis set) for a molecular structure, C50H51N8O3TeTi.

Properties
Maximum force ... 0.0332 hartree/bohr
Total charge ... +1
Kohn-Sham gap ... 6.76 eV
HOMO energy ... -9.4 eV
Multiplicity ... 1

Geometry as XYZ:
```
114
Properties=species:S:1:pos:R:3:forces:R:3:mulliken_charge:R:1
Ti -1.950 0.046 -0.834 0.5 -1.0 1.3 -0.72
C -4.382 2.524 -1.467 -0.1 0.1 0.0 -2.36
N -3.351 2.222 -0.465 0.3 0.0 0.0 1.22
C -3.981 2.049 0.847 0.0 0.1 0.1 -2.30
C -2.982 1.509 1.838 -0.1 0.0 0.0 0.98
C -3.106 1.753 3.197 0.0 0.1 -0.1 -1.07
C -2.155 1.242 4.061 0.0 -0.1 0.0 -1.17
C -1.097 0.514 3.536 0.0 0.0 0.0 -0.49
C -1.052 0.297 2.173 0.0 0.0 0.0 -0.74
N -1.983 0.778 1.340 0.1 0.0 0.0 1.76
C -2.365 3.325 -0.397 0.0 0.0 0.0 -2.30
C -0.944 2.999 -0.775 -0.1 0.0 0.0 0.96
C -0.039 4.034 -0.959 0.0 0.0 0.0 -1.40
C 1.285 3.745 -1.237 0.0 0.0 0.0 -0.94
C 1.679 2.418 -1.326 -0.1 0.1 0.0 -0.96
C 0.721 1.448 -1.123 0.0 0.0 0.1 0.21
N -0.566 1.724 -0.854 0.3 -0.1 -0.4 1.95
C -3.876 2.435 -2.883 0.0 0.1 0.0 0.93
C -4.735 2.703 -3.945 0.0 0.0 0.1 -0.93
C -4.237 2.627 -5.227 0.0 0.0 -0.1 -0.58
C -2.892 2.320 -5.413 -0.1 0.0 0.0 -0.90
C -2.118 2.075 -4.300 -0.1 0.0 0.0 -0.25
N -2.601 2.110 -3.051 0.0 0.0 0.0 0.42
H -4.765 3.542 -1.301 -0.1 -0.1 0.0 0.71
H -5.226 1.844 -1.339 0.1 0.0 -0.1 0.71
H -4.827 1.365 0.749 0.1 0.0 0.0 0.51
H -4.383 2.998 1.231 0.0 0.0 0.0 0.66
H -3.931 2.352 3.560 0.0 0.0 0.0 0.59
H -2.233 1.416 5.125 0.0 0.0 0.0 0.48
H -0.313 0.117 4.166 0.0 0.0 0.0 0.56
H -0.263 -0.286 1.715 0.0 0.0 0.0 0.21
H -2.333 3.708 0.630 0.0 0.0 0.0 0.64
H -2.698 4.158 -1.022 0.0 0.0 0.0 0.80
H -0.382 5.057 -0.882 0.0 0.0 0.0 0.62
H 2.001 4.543 -1.371 0.0 0.0 0.0 0.49
H 2.703 2.131 -1.522 0.0 0.0 0.0 0.52
H 0.971 0.397 -1.122 -0.1 0.1 0.0 -0.83
H -5.773 2.944 -3.759 0.0 0.0 0.0 0.50
H -4.882 2.806 -6.076 0.0 0.0 0.0 0.44
H -2.460 2.257 -6.401 0.0 0.0 0.0 0.47
H -1.067 1.830 -4.397 0.0 0.0 0.0 0.46
O -5.978 -0.296 -1.491 0.0 0.0 0.1 -0.61
C -4.921 -0.649 -1.021 0.2 -0.1 -0.1 0.13
N -3.681 -0.654 -1.665 -0.6 0.2 -0.6 1.52
C -3.693 -0.735 -3.060 0.0 0.0 0.0 -0.51
O -4.629 -0.632 -3.813 0.0 -0.1 0.1 -0.59
C -2.328 -1.087 -3.593 -0.5 0.1 0.0 0.38
C -2.255 -1.900 -4.704 0.4 0.1 -0.1 -0.49
C -0.992 -2.255 -5.159 -0.1 0.0 0.0 -1.05
C 0.115 -1.769 -4.486 0.0 0.1 0.1 -0.76
C -0.065 -0.965 -3.372 0.1 0.1 -0.1 -0.83
N -1.272 -0.621 -2.918 -0.4 -0.1 -0.1 1.65
C -4.853 -1.174 0.393 -0.1 -0.1 -0.1 -0.21
C -6.018 -1.446 1.095 0.0 0.0 0.1 -0.85
C -5.894 -1.975 2.369 0.0 0.0 0.0 -0.74
C -4.624 -2.216 2.878 0.0 0.0 0.0 -1.01
C -3.523 -1.899 2.099 0.0 0.0 0.0 -0.18
N -3.636 -1.378 0.881 -0.1 0.3 -0.2 0.82
H -3.169 -2.224 -5.179 0.0 0.0 0.0 0.61
H -0.875 -2.906 -6.014 0.0 0.0 0.0 0.47
H 1.120 -2.026 -4.787 0.0 0.0 0.0 0.56
H 0.793 -0.596 -2.831 0.0 -0.1 0.0 0.37
H -6.974 -1.251 0.632 0.0 0.0 0.0 0.63
H -6.773 -2.208 2.954 0.0 0.0 0.0 0.46
H -4.485 -2.647 3.859 0.0 0.0 0.0 0.50
H -2.513 -2.082 2.453 0.0 0.1 0.0 0.45
C -1.668 -3.668 -0.614 0.0 0.0 0.1 -1.45
C -0.630 -2.585 -0.784 -0.2 0.6 0.3 0.06
O 0.439 -2.834 -1.307 0.2 -0.1 -0.1 -0.57
N -0.960 -1.296 -0.384 -0.3 0.1 -0.4 1.61
Te 2.757 -1.214 0.002 0.0 -0.3 -0.1 0.84
C 3.452 -2.441 1.579 0.0 0.0 0.0 -0.10
C 2.567 -2.884 2.567 0.0 -0.1 0.0 0.76
C 1.075 -2.665 2.539 0.0 0.0 0.0 -0.63
C 3.073 -3.610 3.645 0.0 0.0 0.0 -1.00
C 4.418 -3.915 3.757 0.0 0.0 0.0 0.76
C 4.955 -4.673 4.940 0.0 0.0 0.0 -1.60
C 5.265 -3.509 2.734 0.0 0.0 0.0 -0.84
C 4.811 -2.786 1.640 0.0 0.0 0.0 0.59
C 5.806 -2.399 0.582 0.0 0.1 0.0 -1.51
C 3.946 0.484 0.418 0.0 0.1 0.0 0.71
C 3.659 1.247 1.562 0.0 0.0 0.0 0.92
C 2.609 0.847 2.569 0.0 0.0 0.0 -1.16
C 4.339 2.441 1.769 0.0 0.0 0.0 -1.07
C 5.296 2.905 0.875 0.0 0.1 0.0 0.60
C 6.044 4.183 1.133 0.0 0.0 0.0 -1.69
C 5.553 2.144 -0.253 0.0 0.0 0.0 -0.74
C 4.894 0.942 -0.508 0.0 0.1 0.0 0.52
C 5.252 0.235 -1.792 0.0 -0.1 0.0 -2.24
H -1.181 -4.551 -0.205 0.0 0.0 0.0 0.52
H -2.039 -3.926 -1.608 0.0 0.0 0.0 0.26
H -2.509 -3.370 0.005 0.1 0.0 0.0 0.07
H 0.728 -2.250 1.595 0.0 0.0 0.0 -0.91
H 0.769 -1.990 3.344 0.0 0.0 0.0 0.32
H 0.562 -3.614 2.700 0.0 0.0 0.0 0.70
H 2.386 -3.953 4.410 0.0 0.0 0.0 0.37
H 4.154 -4.998 5.601 0.0 0.0 0.0 0.34
H 5.638 -4.051 5.520 0.0 0.0 0.0 0.34
H 5.511 -5.555 4.622 0.0 0.0 0.0 0.37
H 6.316 -3.772 2.782 0.0 0.0 0.0 0.45
H 6.223 -1.409 0.783 0.0 0.0 0.0 0.22
H 5.351 -2.368 -0.408 0.0 0.0 0.0 0.20
H 6.629 -3.112 0.562 0.0 0.0 0.0 0.54
H 1.607 1.090 2.197 0.1 0.0 0.0 -0.03
H 2.761 1.386 3.504 0.0 0.0 0.0 0.55
H 2.629 -0.220 2.780 0.0 0.0 0.0 0.12
H 4.115 3.025 2.655 0.0 0.0 0.0 0.40
H 5.498 4.831 1.816 0.0 0.0 0.0 0.38
H 6.224 4.731 0.208 0.0 0.0 0.0 0.41
H 7.017 3.978 1.583 0.0 0.0 0.0 0.31
H 6.290 2.492 -0.969 0.0 0.0 0.0 0.47
H 5.296 0.951 -2.613 0.0 0.0 0.0 0.53
H 4.544 -0.548 -2.055 0.0 0.0 0.0 0.30
H 6.239 -0.226 -1.714 0.0 0.0 0.0 0.42
```
Positions in Å, forces in eV/Å.